# 1
This record from the OMol25 dataset describes 11 unconnected molecules or ions with the total composition C42H93N2O28P in a non-equilibrium geometry. The level of theory is ωB97M-V/def2-TZVPD.

XYZ file:
```
166
Properties=species:S:1:pos:R:3:mulliken_charge:R:1
C 0.68 -1.63 -2.16 -0.622
C 0.81 -1.49 -0.68 0.708
O 1.79 -0.53 -0.38 0.079
P 1.54 0.77 0.57 -0.058
O 2.51 1.88 0.42 -0.825
O 0.01 1.25 0.22 0.020
C -0.72 1.92 1.13 0.381
C -0.30 3.42 1.26 -1.313
O 1.38 0.15 1.99 0.580
C 2.47 -0.27 2.85 -0.393
C 2.90 -1.59 2.28 -0.772
H 1.73 -1.78 -2.41 -0.006
H 0.07 -2.47 -2.49 -0.092
H 0.35 -0.72 -2.66 0.157
H -0.18 -1.14 -0.39 0.156
H 0.98 -2.41 -0.12 -0.237
H -1.78 1.86 0.89 0.424
H -0.69 1.53 2.15 -0.391
H -0.44 3.84 0.26 0.431
H -0.98 3.99 1.89 0.273
H 0.70 3.50 1.69 0.090
H 3.28 0.45 2.87 0.271
H 2.22 -0.27 3.91 0.247
H 3.72 -2.00 2.87 0.543
H 2.18 -2.40 2.20 -0.074
H 3.23 -1.38 1.26 0.129
C -3.98 4.70 5.08 -1.120
C -5.17 4.96 4.24 -0.204
N -4.82 5.59 2.94 0.059
C -4.07 4.67 2.02 0.432
C -3.32 5.36 0.87 -1.336
C -5.78 6.39 2.21 -0.777
C -6.85 5.59 1.49 -1.046
H -4.22 4.15 5.99 0.415
H -3.27 5.49 5.33 0.338
H -3.36 3.91 4.65 0.061
H -5.71 4.04 3.99 0.177
H -5.85 5.63 4.76 0.416
H -3.27 4.20 2.60 -0.334
H -4.54 3.80 1.58 0.123
H -2.71 4.53 0.53 0.269
H -3.83 5.86 0.05 0.403
H -2.46 5.99 1.10 0.362
H -5.31 6.99 1.43 0.320
H -6.16 7.18 2.86 0.559
H -7.73 6.19 1.71 0.405
H -7.26 4.80 2.13 0.263
H -6.63 5.16 0.51 0.323
C -3.72 -2.60 -3.04 -0.843
C -3.75 -3.67 -4.17 -0.848
N -2.39 -4.01 -4.68 0.350
C -1.67 -4.91 -3.65 -0.077
C -0.21 -5.30 -4.05 -1.449
C -2.43 -4.60 -6.03 -0.545
C -2.62 -3.48 -7.07 -1.199
H -4.70 -2.23 -2.74 0.426
H -3.27 -1.78 -3.58 0.284
H -3.21 -2.95 -2.13 0.089
H -4.31 -4.56 -3.91 0.402
H -4.33 -3.25 -5.00 0.490
H -1.66 -4.41 -2.68 -0.230
H -2.23 -5.84 -3.56 0.379
H 0.24 -5.90 -3.26 0.386
H -0.26 -5.96 -4.91 0.502
H 0.38 -4.41 -4.28 0.276
H -3.22 -5.32 -6.21 0.349
H -1.64 -5.16 -6.53 0.337
H -3.04 -4.06 -7.89 0.378
H -1.71 -3.00 -7.44 0.287
H -3.40 -2.76 -6.81 0.307
C -1.03 -0.10 5.54 -0.609
O -0.54 1.13 5.02 -0.087
C 0.70 1.55 5.25 0.679
O 1.56 0.85 5.85 -0.680
O 0.96 2.70 4.53 -0.200
C 2.30 3.04 4.41 -0.543
H -0.94 -0.96 4.87 0.059
H -2.07 0.13 5.76 0.231
H -0.49 -0.32 6.45 0.429
H 2.59 3.38 5.41 0.396
H 2.47 3.90 3.77 0.154
H 2.95 2.21 4.13 0.209
C 4.78 -0.76 -3.03 -0.380
O 4.93 -0.10 -4.26 -0.349
C 4.56 -0.68 -5.44 0.781
O 4.19 -1.84 -5.60 -0.590
O 4.62 0.31 -6.43 -0.295
C 4.41 -0.10 -7.82 -0.708
H 4.41 -0.13 -2.22 0.273
H 5.80 -1.03 -2.74 0.366
H 4.25 -1.70 -3.11 0.013
H 5.16 0.41 -8.42 0.270
H 3.41 0.19 -8.15 0.284
H 4.38 -1.16 -8.05 0.318
C 3.85 5.97 -4.08 -0.822
O 2.64 5.42 -3.53 -0.291
C 2.15 4.22 -3.92 0.768
O 2.51 3.55 -4.89 -0.595
O 1.22 3.94 -3.01 -0.247
C 0.97 2.58 -2.84 -0.833
H 4.00 7.04 -3.94 0.270
H 3.79 5.79 -5.15 0.385
H 4.79 5.65 -3.64 0.309
H 0.88 2.36 -1.77 0.248
H 1.55 1.77 -3.29 0.346
H -0.02 2.39 -3.25 0.432
C 2.44 -5.33 4.43 -0.678
O 1.12 -5.00 4.73 -0.165
C 0.17 -5.97 4.91 0.814
O 0.25 -7.19 4.66 -0.644
O -0.86 -5.35 5.40 -0.218
C -1.87 -6.10 6.07 -0.762
H 2.84 -4.33 4.27 0.111
H 2.61 -6.10 3.68 0.302
H 2.86 -5.70 5.36 0.389
H -1.76 -7.15 5.81 0.372
H -2.86 -5.75 5.78 0.219
H -1.71 -5.92 7.13 0.277
C -0.20 -5.80 -0.33 -0.557
O -1.04 -4.67 0.00 -0.393
C -0.86 -4.11 1.23 0.843
O 0.00 -4.51 2.05 -0.381
O -1.68 -3.15 1.37 -0.243
C -1.67 -2.38 2.55 -0.559
H -0.19 -6.56 0.45 0.385
H 0.76 -5.35 -0.56 0.000
H -0.54 -6.26 -1.25 0.213
H -1.35 -1.34 2.45 0.092
H -1.17 -2.95 3.33 0.346
H -2.67 -2.12 2.87 0.227
C 5.15 9.45 -0.84 -0.644
O 5.07 8.04 -0.52 -0.300
C 3.83 7.44 -0.45 0.756
O 2.70 8.00 -0.27 -0.620
O 4.08 6.16 -0.46 -0.272
C 3.25 5.15 0.03 -0.640
H 4.62 9.70 -1.75 0.290
H 6.19 9.74 -0.97 0.242
H 4.70 9.97 0.01 0.292
H 2.23 5.47 -0.21 0.365
H 3.44 4.91 1.08 0.340
H 3.49 4.35 -0.66 0.176
C -4.25 -1.02 0.27 -0.406
O -3.85 0.11 1.07 -0.264
C -4.26 0.39 2.33 0.752
O -3.79 1.33 3.00 -0.392
O -5.22 -0.48 2.79 -0.381
C -5.65 -0.58 4.14 -0.652
H -3.37 -1.37 -0.27 -0.044
H -5.00 -0.79 -0.48 0.286
H -4.73 -1.73 0.95 0.388
H -4.73 -0.88 4.64 0.192
H -6.20 -1.51 4.29 0.306
H -6.02 0.31 4.65 0.280
C 3.65 -4.65 0.02 -0.105
O 4.71 -4.97 -0.84 -0.386
C 4.63 -4.49 -2.09 0.788
O 3.58 -4.16 -2.60 -0.482
O 5.75 -4.65 -2.72 -0.390
C 5.93 -4.47 -4.11 -0.500
H 2.84 -5.38 -0.05 0.236
H 3.21 -3.68 -0.18 -0.141
H 3.92 -4.54 1.07 0.331
H 5.72 -5.39 -4.65 0.323
H 6.86 -3.99 -4.41 0.297
H 5.26 -3.70 -4.50 0.138
```

For the HOMO-LUMO gap, the calculation gives 7.87 eV. The strongest force on any atom is 0.0988 hartree/bohr. For the total energy, the calculation gives -114656.8975 eV. The SMILES is CCOP(=O)(OCC)OCC.CCN(CC)CC.CCN(CC)CC.COC(=O)OC.COC(=O)OC.COC(=O)OC.COC(=O)OC.COC(=O)OC.COC(=O)OC.COC(=O)OC.COC(=O)OC. For the LUMO energy, the calculation gives 0.2 eV. The value obtained for the HOMO energy is -7.705 eV. The charge is 0.


# 2
This record from the OMol25 dataset describes a molecular structure, C17H33BrGeN2O5SbSe4Ti in a non-equilibrium geometry. The level of theory is ωB97M-V/def2-TZVPD.

XYZ file:
```
65
Properties=species:S:1:pos:R:3:lowdin_spin:R:1
Ti -0.22 -0.86 0.52 0.993
C -1.02 0.31 -2.43 0.004
O -0.80 0.69 -1.07 0.009
C -1.86 1.48 -0.57 0.000
C -1.32 2.12 0.68 0.001
O -0.70 1.08 1.45 0.011
C 0.34 1.53 2.30 0.001
C 1.63 1.57 1.50 0.000
O 1.78 0.26 0.97 0.004
C 3.04 0.08 0.31 0.002
H -2.02 -0.12 -2.54 -0.001
H -0.88 1.19 -3.06 0.000
H -0.27 -0.43 -2.68 0.002
H -2.14 2.25 -1.29 0.000
H -2.73 0.85 -0.36 0.000
H -0.55 2.85 0.41 0.000
H -2.10 2.59 1.27 0.000
H 0.08 2.51 2.71 0.000
H 0.40 0.80 3.11 0.000
H 1.60 2.29 0.68 0.000
H 2.48 1.81 2.16 0.000
H 3.84 0.30 1.02 0.000
H 3.08 -0.97 0.03 0.000
H 3.08 0.74 -0.57 0.000
Se -5.12 -1.23 -2.67 -0.003
Sb -4.94 -1.41 -0.28 -0.002
Se -2.10 -1.96 -0.21 -0.067
Se -5.75 -3.36 0.87 -0.005
Se -5.15 0.71 0.89 -0.002
N -2.85 -0.76 3.25 0.002
N -2.81 -2.18 3.16 -0.001
H -3.19 -0.47 4.17 0.000
H -3.56 -0.45 2.58 0.000
H -3.68 -2.62 3.45 0.000
H -2.03 -2.52 3.70 0.000
Br 3.18 -3.37 6.53 0.000
C 3.17 -3.54 4.63 0.000
C 4.16 -4.28 4.04 0.001
C 4.14 -4.39 2.67 0.000
C 3.14 -3.76 1.93 0.001
C 2.17 -3.04 2.55 0.002
C 2.17 -2.92 3.91 0.001
C 1.07 -2.36 1.73 0.017
O 0.15 -1.70 2.29 0.011
O 1.10 -2.36 0.46 0.017
H 4.93 -4.76 4.63 0.000
H 4.91 -4.96 2.17 0.000
H 3.12 -3.84 0.85 0.000
H 1.39 -2.34 4.39 0.000
C 1.87 4.81 -4.32 0.000
Ge 2.92 3.53 -3.18 0.000
C 4.32 2.85 -4.40 0.000
C 3.86 4.79 -1.96 0.000
C 2.07 2.14 -2.24 0.001
H 2.51 5.58 -4.76 0.000
H 1.11 5.30 -3.72 0.000
H 1.37 4.27 -5.13 0.000
H 4.90 3.67 -4.84 0.000
H 3.88 2.27 -5.21 0.000
H 5.01 2.20 -3.86 0.000
H 4.38 5.58 -2.51 0.000
H 4.58 4.25 -1.35 0.000
H 3.14 5.26 -1.28 0.000
H 1.85 1.27 -2.87 0.000
H 1.16 2.46 -1.72 0.000
```

The relative energy (zero: lowest compared OMol25 entry of this formula, charge and spin) is 303.3 kJ/mol. For the HOMO-LUMO gap, the calculation gives 4.43 eV. The strongest force on any atom is 0.0608 hartree/bohr. For the total energy, the calculation gives -448980.1455 eV. For the LUMO energy, the calculation gives 3.2 eV. The value obtained for the HOMO energy is -1.268 eV. As for the spin multiplicity: 2. The charge is -2.